[1]
A cluster of 2 separate species, C6H11N2 in total in a non-equilibrium geometry. Source: the Open Molecules 2025 dataset; level of theory: the ωB97M-V functional and the def2-TZVPD basis.

As for the spin multiplicity: 1. The charge is +1. As for the total energy: -9369.510 eV. As for the largest force on an atom: 0.112 hartree/bohr.

XYZ file:
```
19
C6H11N2, DFT the ωB97M-V functional and the def2-TZVPD basis
N -0.98 1.68 -0.06
N -1.98 -0.31 -0.34
C -0.71 -0.62 0.04
C -0.12 -1.79 -0.61
C -0.27 -0.27 1.46
C -2.15 1.03 -0.35
C 2.30 1.15 0.03
C -0.01 0.68 0.31
H 2.37 1.68 -0.99
H -0.74 2.65 -0.32
H 2.76 0.17 0.09
H -3.04 1.48 -0.70
H 1.03 -1.53 -0.57
H -1.14 -0.10 2.10
H -0.29 -1.80 -1.71
H -2.80 -0.85 -0.28
H 2.18 1.71 0.85
H 0.74 -0.51 1.83
H -0.51 -2.73 -0.18
```

=====

[2]
The ion C6H11N2 with charge +1 in a non-equilibrium geometry. Source: the Open Molecules 2025 dataset; level of theory: the ωB97M-V functional and the def2-TZVPD basis.

As for the spin multiplicity: 1. The charge is +1. As for the total energy: -9368.030 eV. As for the largest force on an atom: 0.110 hartree/bohr.

XYZ file:
```
19
C6H11N2, DFT the ωB97M-V functional and the def2-TZVPD basis
N 2.89 0.19 -0.51
N -1.06 1.08 0.94
C 0.55 -1.96 0.61
C -0.77 -1.90 0.07
C -0.28 0.61 -0.29
C 2.07 0.04 0.56
C -1.03 -0.55 -0.81
C 1.50 -1.22 0.70
H 2.14 0.75 1.24
H -1.54 1.90 0.75
H -0.07 1.28 -1.13
H 2.92 1.11 -0.94
H -1.47 -1.89 1.04
H -0.52 1.35 1.75
H -1.78 0.31 1.13
H -1.00 -2.70 -0.59
H -2.04 -0.26 -0.71
H 2.88 -0.58 -1.18
H -0.93 -0.81 -1.96
```

=====

[3]
The ion C6H11N2 with charge +1 in a non-equilibrium geometry. Source: the Open Molecules 2025 dataset; level of theory: the ωB97M-V functional and the def2-TZVPD basis.

As for the spin multiplicity: 1. The charge is +1. As for the total energy: -9367.924 eV. As for the largest force on an atom: 0.099 hartree/bohr.

XYZ file:
```
19
C6H11N2, DFT the ωB97M-V functional and the def2-TZVPD basis
N 0.78 -0.43 0.15
N -2.08 0.46 -0.23
C 1.92 1.79 0.30
C -1.80 -0.75 0.28
C 0.89 1.01 0.14
C 0.56 -1.08 -1.17
C -0.42 -0.83 1.04
C -1.50 1.52 -0.35
H -0.33 -0.77 -1.72
H 2.98 1.43 0.72
H 1.49 -0.79 -1.70
H -2.44 -0.87 1.11
H -0.30 -1.71 1.58
H -0.53 0.04 1.68
H 0.65 -2.21 -1.17
H -1.62 2.40 -1.04
H 1.88 2.92 0.35
H 1.74 -0.65 0.55
H -1.90 -1.49 -0.51
```

=====

[4]
A cluster of 2 separate species, C6H11N2O in total in a non-equilibrium geometry. Source: the Open Molecules 2025 dataset; level of theory: the ωB97M-V functional and the def2-TZVPD basis.

As for the spin multiplicity: 1. The charge is +1. As for the total energy: -11419.567 eV. As for the largest force on an atom: 0.103 hartree/bohr.

XYZ file:
```
20
C6H11N2O, DFT the ωB97M-V functional and the def2-TZVPD basis
O 2.24 -0.03 4.19
N 1.87 -0.06 1.92
N 0.09 0.23 -0.02
C 0.09 1.24 -0.75
C -1.70 -0.01 -1.42
C -0.94 -0.65 -0.31
C 1.53 -0.10 3.13
C -1.07 1.24 -1.73
C -0.89 -1.27 -1.75
H 0.88 1.99 -0.78
H -1.28 -1.25 0.52
H -0.70 1.24 -2.79
H -0.06 -0.90 -2.18
H 0.37 -0.19 3.31
H 3.21 0.21 4.07
H 0.87 0.08 0.75
H 2.80 0.15 1.75
H -1.18 -2.24 -1.84
H -2.81 -0.06 -1.57
H -1.56 2.15 -1.63
```

=====

[5]
A cluster of 2 separate species, C6H11N2O in total in a non-equilibrium geometry. Source: the Open Molecules 2025 dataset; level of theory: the ωB97M-V functional and the def2-TZVPD basis.

As for the spin multiplicity: 1. The charge is +1. As for the total energy: -11418.110 eV. As for the largest force on an atom: 0.094 hartree/bohr.

XYZ file:
```
20
C6H11N2O, DFT the ωB97M-V functional and the def2-TZVPD basis
O 1.70 1.62 -0.03
N -3.17 1.06 0.16
N -0.77 0.82 0.17
C 3.70 -0.21 0.06
C -0.47 -1.44 -0.09
C -1.93 -1.10 -0.17
C 0.29 -0.13 0.24
C -2.01 0.38 -0.01
C 1.64 0.28 0.15
H -2.64 -1.26 -0.96
H -2.48 -1.67 0.72
H 3.92 0.31 -0.95
H -0.04 -1.68 -1.05
H 3.96 0.15 1.03
H -3.94 0.42 -0.08
H -0.62 1.87 0.16
H -3.05 2.09 -0.07
H 2.54 2.00 0.14
H -0.37 -2.26 0.57
H 3.75 -1.27 0.02
```

=====

[6]
The ion C6H11N2OS with charge +1 in a non-equilibrium geometry. Source: the Open Molecules 2025 dataset; level of theory: the ωB97M-V functional and the def2-TZVPD basis.

As for the spin multiplicity: 1. The charge is +1. As for the total energy: -22255.866 eV. As for the largest force on an atom: 0.087 hartree/bohr.

XYZ file:
```
21
C6H11N2OS, DFT the ωB97M-V functional and the def2-TZVPD basis
S -1.31 -1.90 0.33
O 1.08 -2.53 -0.03
N 0.81 -0.26 -0.01
N -1.43 0.64 -0.31
C -2.93 -1.15 -0.05
C 1.23 0.95 0.58
C 1.64 -1.47 -0.09
C -0.63 -0.41 -0.06
C -2.88 0.37 -0.20
C 3.02 -1.11 -0.26
H 3.59 -0.35 0.31
H -3.35 0.59 -1.21
H -3.58 -1.60 0.61
H -3.01 -1.60 -0.99
H 1.28 1.66 -0.21
H 3.71 -2.00 -0.24
H 2.22 0.78 1.07
H -3.43 1.01 0.53
H 3.06 -0.76 -1.32
H -1.02 1.43 -0.79
H 0.38 1.24 1.37
```

=====

[7]
The molecule C6H11N2P in a non-equilibrium geometry. Source: the Open Molecules 2025 dataset; level of theory: the ωB97M-V functional and the def2-TZVPD basis.

As for the spin multiplicity: 1. The charge is 0. As for the total energy: -18666.017 eV. As for the largest force on an atom: 0.089 hartree/bohr. The structure (SMILES) is [H]/P=N/C(=C)[C@@H](C)/N=C/C.

XYZ file:
```
20
C6H11N2P, DFT the ωB97M-V functional and the def2-TZVPD basis
P -2.00 0.98 3.15
N -1.35 2.06 2.12
N 0.66 -0.05 -0.24
C -0.43 0.11 0.76
C -0.40 2.40 -0.14
C -0.76 1.61 0.90
C 1.40 -1.12 -0.15
C -1.65 -0.55 0.15
C 2.51 -1.18 -1.07
H 2.19 -1.12 -2.10
H 1.20 -1.83 0.68
H 0.11 1.81 -0.85
H -0.67 3.44 -0.13
H -2.09 0.10 -0.54
H 2.94 -2.16 -1.01
H -2.38 2.07 4.09
H -1.22 -1.36 -0.36
H -2.44 -0.90 0.93
H -0.13 -0.52 1.63
H 3.19 -0.40 -0.88
```

=====

[8]
The ion C6H11N2S with charge +1 in a non-equilibrium geometry. Source: the Open Molecules 2025 dataset; level of theory: the ωB97M-V functional and the def2-TZVPD basis.

As for the spin multiplicity: 1. The charge is +1. As for the total energy: -20208.318 eV. As for the largest force on an atom: 0.093 hartree/bohr. The structure (SMILES) is Cc1csc(N)c1C[NH3+].

XYZ file:
```
20
C6H11N2S, DFT the ωB97M-V functional and the def2-TZVPD basis
S 2.58 -0.61 0.19
N -1.58 -1.10 0.70
N 0.50 -2.35 -0.41
C -1.31 -0.25 -0.40
C 1.00 -1.02 -0.24
C 2.09 1.07 0.39
C 0.80 1.26 -0.01
C 0.14 0.03 -0.25
C 0.07 2.53 -0.11
H -1.13 -0.67 1.49
H -0.79 -1.93 0.45
H 1.15 -3.07 -0.12
H -1.93 0.61 -0.33
H -1.52 -0.89 -1.29
H 0.20 -2.57 -1.37
H -0.82 2.49 0.63
H -0.38 2.63 -1.07
H 2.84 1.65 0.65
H 0.59 3.34 0.12
H -2.50 -1.15 0.99
```

=====

[9]
A cluster of 2 separate species, C6H11N2S in total in a non-equilibrium geometry. Source: the Open Molecules 2025 dataset; level of theory: the ωB97M-V functional and the def2-TZVPD basis.

As for the spin multiplicity: 1. The charge is +1. As for the total energy: -20205.061 eV. As for the largest force on an atom: 0.061 hartree/bohr.

XYZ file:
```
20
C6H11N2S, DFT the ωB97M-V functional and the def2-TZVPD basis
S -0.57 -1.37 0.96
N -0.67 0.26 2.77
N 0.52 -0.29 0.28
C -2.24 -0.31 -0.92
C -1.94 -1.26 0.18
C 1.43 -0.38 -0.83
C 0.15 0.53 -0.90
C 2.81 0.35 -0.75
C -1.24 0.46 -1.49
H 2.86 1.27 -1.47
H 3.52 -0.38 -1.20
H -2.92 -1.77 0.43
H -3.25 -0.22 -1.24
H 0.39 1.54 -0.83
H -1.30 1.08 -2.36
H 1.38 -1.29 -1.47
H -0.38 1.14 2.49
H -0.01 -0.10 3.38
H 3.12 0.53 0.25
H -1.66 0.21 2.72
```

=====

[10]
A cluster of 2 separate species, C6H11N2S2 in total in a non-equilibrium geometry. Source: the Open Molecules 2025 dataset; level of theory: the ωB97M-V functional and the def2-TZVPD basis.

As for the spin multiplicity: 1. The charge is +1. As for the total energy: -31044.705 eV. As for the largest force on an atom: 0.021 hartree/bohr.

XYZ file:
```
21
C6H11N2S2, DFT the ωB97M-V functional and the def2-TZVPD basis
S -0.14 -1.27 4.17
S -1.13 0.50 2.00
N 1.54 -5.49 -3.11
N 1.56 -5.08 -1.01
C -2.36 -0.04 3.20
C 2.28 -6.49 -2.53
C 0.23 0.19 3.13
C 2.29 -6.23 -1.18
C 1.11 -4.63 -2.18
C -1.91 -1.39 3.73
H 0.50 -3.74 -2.35
H -3.34 -0.11 2.69
H 1.15 0.01 2.54
H 0.42 1.07 3.78
H -2.46 -1.69 4.64
H 2.73 -7.30 -3.10
H 1.34 -5.40 -4.12
H -2.06 -2.18 2.97
H 2.76 -6.76 -0.35
H -2.46 0.70 4.02
H 1.38 -4.61 -0.10
```

=====

[11]
The molecule C6H11N3 in a non-equilibrium geometry. Source: the Open Molecules 2025 dataset; level of theory: the ωB97M-V functional and the def2-TZVPD basis.

As for the spin multiplicity: 1. The charge is 0. As for the total energy: -10865.363 eV. As for the largest force on an atom: 0.219 hartree/bohr. The structure (SMILES) is C[C@]1(N)C[C@@H]2C=NN[C@@H]21.

XYZ file:
```
20
C6H11N3, DFT the ωB97M-V functional and the def2-TZVPD basis
N 0.00 0.06 -2.29
N -0.39 0.07 2.36
N -0.82 0.41 -1.36
C 1.26 -0.58 0.68
C 0.84 -0.86 -1.84
C -0.68 -0.33 -0.05
C 0.42 -1.16 -0.37
C -0.23 1.72 1.10
C 0.03 0.38 1.03
H 1.36 -1.36 1.55
H -0.37 2.21 -0.01
H 1.51 -1.37 -2.45
H 0.48 2.46 1.68
H 2.33 -0.06 0.37
H -1.19 0.72 2.68
H -1.83 0.60 -1.64
H -0.95 -0.89 2.24
H 0.23 -2.26 -0.17
H -1.17 1.95 1.47
H -1.79 -0.72 0.08
```

=====

[12]
The molecule C6H11N3 in a non-equilibrium geometry. Source: the Open Molecules 2025 dataset; level of theory: the ωB97M-V functional and the def2-TZVPD basis.

As for the spin multiplicity: 1. The charge is 0. As for the total energy: -10866.069 eV. As for the largest force on an atom: 0.184 hartree/bohr. The structure (SMILES) is CC/N=C(/C#N)NCC.

XYZ file:
```
20
C6H11N3, DFT the ωB97M-V functional and the def2-TZVPD basis
N -2.55 -0.39 2.88
N -1.05 -0.37 -0.02
N -0.33 1.59 1.02
C -0.52 -2.12 -1.52
C 0.58 1.99 -0.05
C -1.06 0.54 0.87
C 0.05 -1.06 -0.65
C 1.91 1.23 0.53
C -2.12 0.23 1.90
H 0.62 -1.80 0.10
H -1.45 -2.52 -0.87
H 2.00 1.31 1.58
H 0.87 3.08 0.16
H -1.84 -0.94 -0.08
H 0.27 1.70 -0.94
H 0.88 -0.39 -0.95
H 2.56 2.11 0.01
H -0.98 -1.69 -2.36
H 0.33 -2.73 -1.78
H 1.86 0.21 0.16
```

=====

Repeat the twelfth record exactly.
The molecule C6H11N3 in a non-equilibrium geometry. Source: the Open Molecules 2025 dataset; level of theory: the ωB97M-V functional and the def2-TZVPD basis.

As for the spin multiplicity: 1. The charge is 0. As for the total energy: -10866.069 eV. As for the largest force on an atom: 0.184 hartree/bohr. The structure (SMILES) is CC/N=C(/C#N)NCC.

XYZ file:
```
20
C6H11N3, DFT the ωB97M-V functional and the def2-TZVPD basis
N -2.55 -0.39 2.88
N -1.05 -0.37 -0.02
N -0.33 1.59 1.02
C -0.52 -2.12 -1.52
C 0.58 1.99 -0.05
C -1.06 0.54 0.87
C 0.05 -1.06 -0.65
C 1.91 1.23 0.53
C -2.12 0.23 1.90
H 0.62 -1.80 0.10
H -1.45 -2.52 -0.87
H 2.00 1.31 1.58
H 0.87 3.08 0.16
H -1.84 -0.94 -0.08
H 0.27 1.70 -0.94
H 0.88 -0.39 -0.95
H 2.56 2.11 0.01
H -0.98 -1.69 -2.36
H 0.33 -2.73 -1.78
H 1.86 0.21 0.16
```